No. 1
Formula: C25H17FN2O4
Source: OMol25
Level of theory: ωB97M-V/def2-TZVPD

Geometry as XYZ:
```
49
Properties=species:S:1:pos:R:3:forces:R:3
F 6.2244 -2.9732 1.9468 -1.2035 0.3550 -0.2568
N 0.7208 -1.7522 1.6096 -2.0864 2.9151 1.3679
O -0.1486 4.6493 -3.9270 0.3739 0.0412 1.8623
O 1.7472 5.7228 -3.0371 0.7996 -1.1430 0.5774
O -3.9721 -2.1860 3.3453 0.8705 -0.8117 -0.4175
O -1.6343 -2.3658 3.0386 -1.2936 -1.2152 2.2301
C -1.5005 1.1766 -0.2119 5.0760 -0.4056 0.6919
C -0.0971 1.3133 -0.1768 -3.1964 -1.8355 2.7035
C 0.0514 -0.6180 1.3179 2.0344 -3.1037 -0.5745
C 4.2349 -2.2119 0.7650 0.6463 -0.3985 -3.9086
C 4.1500 -2.6958 3.0207 -0.8425 0.0999 1.9712
C 2.8312 -1.9736 0.6013 2.9276 -0.2715 0.1813
C 2.7926 -2.2952 2.9707 -0.4662 -0.0385 -0.7043
C -4.2927 -0.5879 1.5500 4.0504 0.9500 -0.5349
C -3.5896 0.3393 0.7311 -0.4226 -0.1742 0.7892
C -0.2030 2.8578 -2.1231 1.1994 1.0433 1.0317
C 2.3166 3.9518 -1.2079 -2.2152 2.7941 -2.7256
C 4.8872 -2.6476 1.9157 -0.0009 0.9996 -2.9878
C 2.1114 -1.9236 1.7614 -0.1130 -0.5249 0.4139
C 0.2970 4.0665 -2.7660 -0.9293 -4.4821 1.9618
C 1.4833 4.5868 -2.2996 1.7804 -1.0159 2.2421
C -3.4772 -1.4730 2.3021 -4.7328 2.5728 -1.3161
C -2.1699 -1.4555 2.1775 2.6689 -1.6972 0.3976
C -2.1473 0.3033 0.6330 -3.5160 -0.8862 0.0536
C 0.4851 2.3731 -0.8967 0.8289 2.0552 -3.5598
C -1.4591 -0.6640 1.3025 2.6216 0.1953 1.1008
C 1.7372 2.9059 -0.5098 0.5258 -0.0753 -0.5806
N 0.6507 0.5530 0.8128 -0.5853 1.6223 -1.1667
C 0.7217 5.7653 -3.9968 0.1949 0.9672 -2.0597
C -2.7932 -2.7242 3.9407 0.7612 3.1107 1.1470
C 2.4903 2.3401 0.6750 -1.5375 0.2177 0.4283
C 2.1106 0.9193 1.0213 -3.6110 1.8295 -1.5320
H -2.0346 1.5569 -0.9831 -1.4596 1.7471 -1.8077
H 4.8215 -2.1632 -0.2138 -0.5692 -0.1477 1.4953
H 4.8320 -3.0210 3.8167 -1.3722 0.1303 0.8272
H 2.3387 -1.7911 -0.3713 0.6822 -0.1005 0.6058
H 2.1418 -2.3170 3.8150 -0.0060 -0.1144 0.7884
H -5.2812 -0.4660 1.8064 -2.1880 0.1116 0.1716
H -4.1157 1.2371 0.3118 0.4543 -1.2171 0.1707
H -1.1117 2.2917 -2.4445 1.0847 0.9383 0.0089
H 3.2534 4.4675 -0.9183 -0.6801 -0.6133 -0.2227
H 0.2406 6.7127 -3.8280 -0.7923 0.3019 -0.0919
H 1.1062 5.6978 -5.0171 0.4263 0.4469 0.0915
H -2.9436 -3.7428 4.1129 0.4322 -1.7949 -0.2819
H -2.7233 -2.2032 4.9801 0.5314 -0.6826 -1.7119
H 3.5684 2.3621 0.6123 0.2820 0.1347 -0.5173
H 2.2538 2.9513 1.5301 -0.1674 0.5219 0.4357
H 2.6881 0.3414 0.4515 2.0322 -2.5828 -2.2747
H 2.3361 0.7386 1.9826 0.7017 -0.7690 3.4864
```
Positions in Å, forces in eV/Å.

Frontier orbital gap   6.9 eV
Spin multiplicity   1
HOMO energy   -7.0 eV

=====

No. 2
Formula: C16H60InN30O18
Source: OMol25
Level of theory: ωB97M-V/def2-TZVPD

Geometry as XYZ:
```
125
Properties=species:S:1:pos:R:3:forces:R:3
In -23.2985 -7.6677 -11.3319 0.3477 -1.0101 -0.2709
C -22.6291 -11.0005 -11.4960 -1.3600 -2.4663 1.5820
O -22.3184 -10.3632 -10.5224 1.8913 3.6346 7.2722
O -22.8508 -12.2218 -11.4721 0.6437 -2.4443 0.2871
O -22.8658 -10.3452 -12.4677 -1.9195 4.7199 -8.4852
C -25.8637 -6.9386 -14.2860 -0.0997 -3.2126 2.7164
O -25.0974 -7.7417 -13.7167 1.4192 0.7633 -0.1678
N -25.8325 -6.4873 -15.4812 2.0838 2.0253 -4.3822
N -27.0678 -6.7651 -13.7922 -3.0507 0.1750 2.6783
H -24.9825 -6.5601 -16.0218 -0.3080 0.0765 -0.2042
H -26.7117 -6.1809 -15.8727 0.6593 -0.1143 -0.3848
H -27.3998 -7.5963 -13.3243 -0.2261 0.5399 0.5728
H -27.7215 -6.0603 -14.1021 0.1473 -0.3879 0.0322
C -22.0184 -6.8557 -15.1801 0.9923 -1.6683 2.3965
O -22.1743 -7.1773 -14.0052 -0.1127 -0.1147 0.7062
N -22.6577 -5.9553 -15.8463 -4.5137 3.9575 -0.1493
N -21.1553 -7.3768 -16.0026 2.4934 -1.9455 -1.3873
H -23.3765 -5.5308 -15.2778 -0.0147 0.6516 -0.3190
H -22.4277 -5.5920 -16.7602 -0.0678 -0.0080 0.5205
H -20.4558 -8.0307 -15.6816 -0.1793 0.1043 -0.6172
H -21.3371 -7.0275 -16.9327 1.4145 -1.1871 -0.1692
C -19.8574 -12.0556 -8.8573 1.3538 1.8809 -0.8154
O -18.9235 -12.5095 -8.3044 3.4701 -2.3564 2.6278
N -19.7306 -11.1003 -9.7453 1.5770 2.7294 -3.2560
N -21.0942 -12.2497 -8.6163 -4.4927 -2.0286 1.9594
H -18.8455 -10.6138 -9.7459 -0.3050 -0.3225 -0.4023
H -20.5563 -10.7367 -10.1994 0.3920 0.4673 0.0772
H -21.2510 -12.9092 -7.8676 -0.8123 -0.1457 -0.5897
H -21.7236 -11.8818 -9.3153 -0.7867 -0.5240 0.5834
C -21.5721 -12.0706 -15.5118 1.7063 -2.7903 -2.2028
O -21.1917 -12.5099 -16.5761 0.4089 -0.8606 -0.6691
N -21.9626 -10.8756 -15.3085 -2.2046 6.6084 0.4976
N -21.5872 -12.6291 -14.3185 0.6021 -3.3190 2.9363
H -22.3320 -10.8111 -14.3708 -0.6826 1.5504 -0.6154
H -22.1936 -10.1792 -16.0027 -0.0755 -0.5878 0.0023
H -21.2016 -13.5342 -14.0899 -0.2238 0.1835 -0.4010
H -22.0493 -12.1338 -13.5693 0.2393 -0.8840 0.2030
C -20.5673 -7.6095 -8.2149 -2.4849 -1.4004 -4.0488
O -21.7662 -7.4922 -8.5186 -1.0751 0.2557 0.5885
N -19.7545 -8.1353 -9.0588 2.1629 -1.4037 -2.9926
N -19.9942 -7.2992 -7.1341 0.7146 2.4630 6.1100
H -18.7739 -8.2458 -8.8437 -0.3723 -0.3513 -0.3300
H -20.1862 -8.4985 -9.8966 0.6590 0.2018 -0.2773
H -18.9881 -7.2863 -7.0455 -0.5036 -0.1873 0.4295
H -20.6397 -7.2349 -6.3600 0.7404 0.3729 0.4311
C -24.4298 -9.0656 -7.3695 -1.1806 1.7264 -1.9416
O -24.7455 -8.4713 -8.4249 -0.7155 0.5353 0.6319
N -24.9205 -8.9185 -6.1394 -1.8867 0.2576 2.2486
N -23.5336 -9.9815 -7.4132 2.6511 -2.6174 -0.5770
H -25.8117 -8.4779 -5.9610 0.3035 0.6161 -0.4806
H -24.9127 -9.7911 -5.6310 0.2232 0.1328 0.2441
H -23.1784 -10.1481 -8.3439 0.7175 -0.3649 0.1771
H -23.2300 -10.4513 -6.5722 0.3809 -0.0549 -0.5761
C -27.1513 -6.1213 -10.3629 1.4662 -0.3148 -0.9304
O -25.9884 -6.4282 -10.6125 -0.0037 0.2844 0.4028
N -28.1838 -6.9486 -10.3627 -1.5354 -1.9249 -0.1723
N -27.5883 -4.8761 -10.1520 0.2829 3.1957 0.5453
H -29.0997 -6.5440 -10.2300 0.1586 -0.6943 0.0513
H -28.0339 -7.9474 -10.3705 -0.0738 0.1852 -0.0647
H -28.5442 -4.6164 -9.9547 0.2600 -0.4058 0.0097
H -26.9419 -4.1036 -10.0778 0.0860 -0.3929 -0.2475
C -26.6703 -10.1065 -10.7440 1.6546 -1.7794 -1.3149
O -25.8778 -9.3451 -11.2200 2.0748 2.8749 -1.9331
N -27.0857 -11.2221 -11.2366 -1.9228 -3.7804 -3.3696
N -27.0006 -10.1473 -9.5146 -1.4164 3.0714 7.4313
H -27.2760 -11.8850 -10.4988 -0.0170 -0.5454 -1.0519
H -26.8547 -11.5361 -12.1684 -0.0458 0.0909 0.0567
H -26.3165 -9.7176 -8.9084 -0.2751 0.3106 0.3271
H -27.7835 -10.6422 -9.1118 0.4827 -0.1185 -0.3149
C -23.7668 -3.5992 -12.6271 1.0166 -5.8302 1.0691
O -23.8410 -4.8369 -12.7689 1.0370 -0.2035 -0.0496
N -22.9655 -2.8746 -11.9462 5.4182 0.4175 4.0656
N -24.5983 -2.8392 -13.1257 -7.5373 5.1097 -5.2610
H -22.2855 -3.4120 -11.4276 -0.0160 0.4588 0.3773
H -23.1627 -1.9127 -11.7099 0.3834 -0.4761 -0.0012
H -25.1094 -3.1180 -13.9510 -0.2686 0.0545 0.4304
H -24.5726 -1.8560 -12.8960 -0.2674 -0.2506 -0.6563
C -20.4156 -4.6245 -10.5977 -2.1341 -4.0739 -2.4033
O -21.1936 -5.5275 -10.8903 -0.4478 -0.7657 -0.2532
N -19.2740 -4.4577 -11.2035 2.8286 -0.1801 -1.4356
N -20.6467 -3.7292 -9.7370 -1.0116 4.6545 4.1115
H -18.9932 -3.4895 -11.2650 0.7871 -0.6258 -0.7578
H -19.0712 -5.2251 -11.8281 0.4359 0.7158 -0.4168
H -21.5523 -3.5791 -9.3157 0.3304 -0.1561 0.0975
H -19.8760 -3.0984 -9.5691 -0.6115 0.2060 0.5861
C -25.5776 -12.5483 -13.9106 -0.7094 -2.6301 0.1140
O -26.4326 -13.1185 -14.5598 -0.7715 0.0924 -0.9931
N -24.7673 -13.1668 -13.0570 0.6172 -0.7331 0.3388
N -25.3813 -11.2491 -13.8184 -0.6212 2.6846 -0.8511
H -24.1357 -12.5167 -12.6114 0.6236 -1.3711 0.5138
H -24.7377 -14.1719 -12.9616 0.0080 0.4891 -0.1201
H -25.8577 -10.6902 -14.5119 0.4329 0.2944 0.4064
H -24.6336 -10.9421 -13.2128 -0.1558 0.9580 -0.5376
C -23.4645 -4.8774 -8.3703 -3.1545 1.5910 2.6648
O -23.4962 -5.2283 -9.4643 -0.6084 -2.9261 -8.4124
N -22.4193 -4.8063 -7.6610 5.3357 0.1952 4.2277
N -24.5151 -4.3550 -7.7553 -2.5393 1.1575 0.9259
H -22.6504 -4.8258 -6.6780 0.9936 -0.0590 0.0859
H -21.5951 -5.2922 -7.9847 -0.3044 -0.2525 0.2818
H -24.4306 -4.0195 -6.8064 -0.5988 -0.1150 -0.3201
H -25.4103 -4.4177 -8.2187 0.1608 -0.1573 0.5203
C -25.1508 -13.4903 -9.1893 -0.6012 -3.0778 -3.0637
O -25.9374 -14.0179 -8.4748 -2.2961 -1.0929 3.3157
N -24.7397 -14.0699 -10.3061 0.7461 -1.8382 -1.5275
N -24.7328 -12.2830 -9.1626 1.4458 5.4995 2.3394
H -24.0615 -13.5593 -10.8533 -0.0471 -0.8181 -0.2795
H -25.1153 -14.9861 -10.5051 0.3788 0.2863 -0.2259
H -24.7182 -11.9317 -8.2158 0.1579 0.5891 -0.3231
H -24.0219 -11.9935 -9.8190 0.1595 0.1033 0.2315
C -19.6981 -8.6827 -12.5810 2.0496 1.2790 0.2794
O -20.3393 -8.0998 -11.7073 -0.5125 0.3189 0.3025
N -18.3932 -8.4212 -12.8921 1.2389 2.0413 1.1933
N -20.0912 -9.6343 -13.3375 -2.9327 -2.9921 -2.5666
H -17.9164 -7.7377 -12.3216 0.0117 -0.1766 -0.2123
H -17.8250 -8.9489 -13.5392 -0.3844 -0.0976 0.3407
H -21.0736 -9.8687 -13.3426 -0.0757 0.0150 0.2378
H -19.6540 -9.7716 -14.2376 0.0446 -0.3560 0.3311
C -27.6386 -6.9125 -6.4188 0.0755 2.9349 3.9647
O -26.6935 -6.2154 -6.2111 3.4874 2.2932 0.3151
N -28.6384 -6.9173 -5.5603 -2.8324 -0.4698 1.3566
N -27.7218 -7.7017 -7.3789 -0.3916 -4.6240 -5.7062
H -29.4835 -7.2973 -5.9624 -0.4076 0.3658 0.9469
H -28.6430 -6.1956 -4.8538 -0.2756 -0.2058 -0.2725
H -28.5075 -8.3228 -7.5091 0.4134 0.0657 -0.1810
H -26.9118 -7.7403 -7.9810 -0.0208 -0.2444 -0.3681
```
Positions in Å, forces in eV/Å.

Frontier orbital gap   3.1 eV
Spin multiplicity   1
HOMO energy   -10.1 eV
Charge   +1